The following is a DFT calculation (ωB97M-V/def2-TZVPD) of the ion C8H10ClN2O3S with charge +1.

```
25
Properties=species:S:1:pos:R:3:forces:R:3:nbo_charge:R:1
C -2.637418 -0.719474 -1.363823 1.490 -0.418 2.371 -0.03
C -2.121049 0.477450 -0.967795 -1.915 -0.221 -0.954 -0.33
C -2.030608 -2.015322 -1.232000 -0.351 -1.410 -1.435 -0.26
C -0.998291 1.059990 -0.365821 1.681 3.390 -1.368 0.20
C -1.121420 -2.402121 -0.331460 0.018 2.600 0.337 -0.24
C 2.251033 1.154971 0.028315 -2.325 0.656 0.526 0.71
C 2.116028 0.620504 -1.317934 3.766 3.023 -2.929 -0.77
C 1.297297 1.129524 2.308427 -0.006 -1.444 0.512 -0.45
N -0.179508 0.557442 0.504446 0.259 -1.307 -1.086 -0.30
N 1.034840 1.065843 0.865893 -0.066 0.483 0.530 -0.29
O 3.200199 1.663962 0.516449 0.544 -0.085 0.095 -0.48
O 0.556070 -1.595050 1.522358 1.095 -0.604 0.357 -0.90
O -1.779719 -0.887613 1.815134 -2.468 0.519 1.240 -0.86
S -0.674288 -1.137950 1.018717 1.852 -1.590 -0.967 2.19
Cl -0.221744 -3.782725 -0.242002 0.174 -0.616 -0.026 0.23
H -3.678921 -0.721959 -1.581814 -0.503 0.120 -1.032 0.25
H -2.827651 1.203757 -1.315985 -0.037 1.001 0.256 0.27
H -2.375780 -2.770648 -1.995635 0.413 0.677 0.996 0.27
H -0.766651 2.167447 -0.716995 -0.400 -2.339 0.956 0.27
H 3.165406 1.027026 -1.828367 -2.766 -0.940 1.039 0.29
H 1.333160 0.928393 -2.019812 -0.112 -0.267 0.685 0.25
H 2.331334 -0.384278 -1.260387 -0.182 -2.637 -0.138 0.26
H 2.318983 1.502041 2.379708 -0.260 -0.236 0.320 0.27
H 0.632627 1.765763 2.862226 -0.446 0.563 -0.169 0.22
H 1.176069 0.093028 2.718158 0.542 1.085 -0.116 0.23
```
Positions in Å, forces in eV/Å.

Results
- energy relative to the best compared isomer or geometry (same formula, charge and spin) (eV) = 0.000
- spin multiplicity = 1
- gap between HOMO and LUMO (eV) = 7.687
- total charge = +1
- energy (a.u.) = -1504.01937
- SMILES = CC(=O)N(C)[N+]1=CC=CC=C(Cl)S1(=O)=O